Molecular formula: C4H10S2
Method: DFT, ωB97M-V/def2-TZVPD

Last column: Löwdin charge in e.
Positions of all 16 atoms, in Å:
C (-0.691, -0.109, -1.298)  -0.159
C (1.590, -0.714, -0.543)  -0.162
C (-0.551, -0.780, 1.582)  0.041
C (0.376, 0.093, -0.273)  -0.718
S (-1.052, 2.796, 0.317)  0.328
S (0.698, 1.849, 0.107)  0.439
H (-1.423, 0.568, -1.352)  -0.002
H (-0.358, -0.079, -2.348)  0.105
H (-1.061, -1.027, -1.091)  0.046
H (1.352, -1.699, -0.613)  0.041
H (2.470, -0.421, 0.151)  0.111
H (2.135, -0.591, -1.486)  0.082
H (-0.479, -1.825, 1.558)  -0.009
H (-0.090, -0.137, 2.419)  0.055
H (-1.533, -0.484, 1.278)  -0.007
H (-1.383, 2.561, 1.593)  -0.191

The LUMO energy comes out at 0.54 eV. The gap between HOMO and LUMO comes out at 8.80 eV. The energy above the lowest of the compared OMol25 structures with the same formula, charge and spin comes out at 3.375 eV. The value obtained for the HOMO energy is -8.25 eV. Its spin multiplicity is 1.


Molecular formula: C18H23NO4
Method: DFT, ωB97M-V/def2-TZVPD

Last column: Löwdin charge in e.
Positions of all 46 atoms, in Å:
C (1.447, -2.040, -4.985)  -0.094
C (1.505, -1.942, -3.484)  -0.127
C (0.285, -1.680, -2.736)  0.003
C (0.458, -1.746, -1.403)  -0.100
C (1.789, -1.951, -0.848)  -0.150
C (2.866, -2.430, -1.540)  -0.111
C (2.884, -2.494, -2.854)  0.043
H (3.589, -2.502, -3.605)  0.063
H (3.677, -2.592, -1.165)  0.028
C (1.825, -2.113, 0.746)  -0.006
H (0.820, -2.830, 1.149)  0.143
H (2.662, -2.657, 0.829)  -0.002
H (1.956, -1.009, 1.083)  0.110
C (-0.958, -1.566, -0.687)  -0.176
N (-0.739, -0.626, 0.368)  0.133
C (-0.613, 0.510, 0.458)  -0.526
O (-0.613, 1.298, -0.544)  0.016
C (-0.439, 1.218, 1.816)  -0.030
H (0.056, 0.788, 2.390)  0.011
C (-1.854, 1.364, 2.631)  -0.136
H (-2.160, 0.621, 3.009)  0.038
C (-2.925, 1.925, 1.685)  0.025
H (-3.018, 1.609, 0.699)  0.069
H (-3.881, 1.897, 2.197)  0.096
C (-2.554, 3.703, 1.428)  0.110
H (-2.171, 3.982, 0.667)  -0.020
H (-2.907, 4.333, 2.098)  0.038
C (-1.283, 3.473, 2.498)  -0.205
H (-0.720, 4.268, 3.024)  0.150
O (-1.453, 2.490, 3.556)  -0.050
C (-0.133, 2.749, 1.655)  -0.063
C (1.375, 2.976, 2.181)  -0.335
O (2.022, 2.017, 2.713)  0.031
O (1.846, 4.226, 2.317)  0.129
H (2.680, 4.271, 2.707)  0.087
H (-0.191, 3.043, 0.697)  0.086
H (-0.657, -1.042, 1.243)  0.143
C (-1.581, -3.021, -0.177)  0.029
H (-1.803, -3.443, -1.281)  0.132
H (-2.627, -2.805, 0.085)  0.070
H (-0.917, -3.476, 0.481)  0.016
H (-1.504, -1.230, -1.337)  0.037
H (-0.440, -1.616, -3.351)  0.057
H (2.582, -2.178, -5.528)  0.145
H (1.013, -1.103, -5.545)  0.109
H (0.806, -2.669, -5.338)  -0.017

The LUMO energy comes out at 0.47 eV. Its SMILES is Cc1ccc(C)c([C@@H](C)NC(=O)[C@H]2[C@H](C(=O)O)[C@H]3CC[C@@H]2O3)c1. The gap between HOMO and LUMO comes out at 8.62 eV. The energy above the lowest of the compared OMol25 structures with the same formula, charge and spin comes out at 15.597 eV. The value obtained for the HOMO energy is -8.14 eV. Its spin multiplicity is 1.


Molecular formula: C5H13O2
Method: DFT, ωB97M-V/def2-TZVPD

Last column: Löwdin charge in e.
Positions of all 20 atoms, in Å:
C (1.721, -1.418, 1.017)  -0.084
C (1.731, 0.094, 1.208)  -0.541
C (0.543, 0.560, 2.047)  -0.080
O (1.754, 0.752, -0.035)  -0.122
H (2.595, -1.712, 0.433)  0.066
H (0.819, -1.714, 0.477)  0.063
H (1.725, -1.948, 1.976)  0.060
H (2.664, 0.375, 1.717)  0.117
H (0.486, -0.008, 2.982)  0.061
H (-0.375, 0.401, 1.477)  0.062
H (0.650, 1.619, 2.287)  0.065
H (0.863, 0.531, -0.465)  0.010
C (-1.149, 0.219, -2.014)  -0.522
O (-0.464, -0.097, -0.882)  -0.314
C (-2.653, 0.393, -1.767)  -0.148
H (-1.027, -0.538, -2.827)  0.077
H (-0.800, 1.172, -2.484)  0.084
H (-3.175, 0.640, -2.706)  0.046
H (-2.808, 1.207, -1.057)  0.052
H (-3.100, -0.528, -1.385)  0.049

The charge is -1. The LUMO energy comes out at 4.27 eV. The gap between HOMO and LUMO comes out at 7.55 eV. The energy above the lowest of the compared OMol25 structures with the same formula, charge and spin comes out at 0.208 eV. The value obtained for the HOMO energy is -3.27 eV. Its spin multiplicity is 1.


Molecular formula: C4H8NO2
Method: DFT, ωB97M-V/def2-TZVPD

Last column: Löwdin charge in e.
Positions of all 15 atoms, in Å:
O (-3.062, -0.375, 0.631)  0.032
C (-1.924, -0.214, 0.900)  -0.251
C (-0.653, -0.400, -0.165)  -0.373
C (0.567, -0.228, 0.742)  -0.193
C (1.783, -0.001, -0.367)  -0.550
O (1.675, -0.805, -1.428)  -0.376
N (-1.043, 0.706, -1.087)  0.030
H (-1.536, 0.166, 1.815)  0.071
H (-0.668, -1.417, -0.651)  0.140
H (0.764, -1.139, 1.487)  0.131
H (0.519, 0.829, 1.227)  0.103
H (1.914, 0.981, -0.808)  0.054
H (2.727, -0.249, 0.287)  0.070
H (-0.255, 0.617, -1.871)  0.122
H (-0.809, 1.528, -0.711)  -0.013

The charge is -1. The LUMO energy comes out at 3.91 eV. Its SMILES is N[C@H](C=O)CC[O-]. The gap between HOMO and LUMO comes out at 6.54 eV. The energy above the lowest of the compared OMol25 structures with the same formula, charge and spin comes out at 4.338 eV. The value obtained for the HOMO energy is -2.62 eV. Its spin multiplicity is 1.


Molecular formula: C23H19Cl4N3O4Pd
Method: DFT, ωB97M-V/def2-TZVPD

Last column: Löwdin charge in e.
Positions of all 54 atoms, in Å:
Pd (0.082, 0.347, -1.150)  0.475
O (2.175, 0.040, -2.929)  -0.113
C (2.643, 1.334, -2.723)  -0.273
C (1.584, 2.423, -2.720)  -0.256
C (1.949, 3.756, -2.829)  -0.056
C (0.966, 4.738, -2.880)  -0.109
C (-0.365, 4.334, -2.818)  -0.102
C (-0.642, 2.990, -2.677)  -0.128
N (0.302, 2.040, -2.623)  0.048
H (1.406, -0.123, -2.278)  0.008
H (3.357, 1.532, -3.536)  0.112
H (3.184, 1.415, -1.763)  0.106
H (2.996, 4.026, -2.883)  0.100
H (1.225, 5.784, -2.974)  0.083
H (-1.167, 5.055, -2.907)  0.086
H (-1.661, 2.625, -2.641)  0.107
Cl (-2.997, -5.889, -2.771)  0.547
C (-2.753, -4.201, -2.439)  -0.765
C (-3.757, -3.295, -2.692)  -0.768
Cl (-5.266, -3.835, -3.357)  0.550
C (-3.534, -1.941, -2.426)  -0.636
Cl (-4.799, -0.789, -2.774)  0.577
C (-2.344, -1.432, -1.891)  -0.446
O (-2.186, -0.193, -1.640)  -0.174
C (-1.262, -2.403, -1.636)  -0.446
O (-0.129, -2.031, -1.182)  -0.166
C (-1.536, -3.742, -1.930)  -0.639
Cl (-0.261, -4.898, -1.650)  0.580
C (0.295, -2.061, 3.594)  -0.032
N (1.300, -1.213, 2.974)  -0.082
N (0.826, -0.235, 2.084)  0.033
C (1.672, -0.132, 0.962)  -0.410
O (1.738, 0.881, 0.253)  -0.048
C (2.611, -1.212, 1.125)  0.076
C (2.364, -1.830, 2.302)  -0.274
C (3.127, -2.903, 2.998)  -0.037
C (-0.162, 0.663, 2.435)  -0.200
C (-1.046, 1.143, 1.458)  0.003
C (-2.043, 2.025, 1.814)  -0.072
C (-2.166, 2.468, 3.128)  -0.122
C (-1.294, 1.992, 4.095)  -0.127
C (-0.301, 1.094, 3.760)  -0.055
H (-0.542, -1.443, 3.911)  0.076
H (0.739, -2.537, 4.470)  0.082
H (-0.077, -2.830, 2.912)  0.104
H (3.387, -1.432, 0.418)  0.120
H (4.009, -3.153, 2.415)  0.076
H (2.530, -3.806, 3.129)  0.075
H (3.444, -2.561, 3.986)  0.079
H (-0.963, 0.790, 0.405)  0.057
H (-2.740, 2.367, 1.061)  0.106
H (-2.940, 3.176, 3.398)  0.084
H (-1.379, 2.338, 5.120)  0.087
H (0.399, 0.746, 4.508)  0.101

The charge is -2. The LUMO energy comes out at 4.39 eV. The gap between HOMO and LUMO comes out at 3.93 eV. The value obtained for the HOMO energy is 0.46 eV. Its spin multiplicity is 1.


- The highest gap between HOMO and LUMO belongs to which entry?
  C4H10S2